[1]
The following is a quantum chemistry calculation of 8 unconnected molecules or ions with the total composition C60H70BF16N10P2 at a distorted geometry, from the Open Molecules 2025 dataset.

The geometry in XYZ format:
```
159
Properties=species:S:1:pos:R:3:lowdin_charge:R:1
C 25.619 21.280 13.601 0.049
N 26.327 20.207 12.818 -0.032
C 25.737 19.721 11.711 0.004
C 26.362 18.706 11.002 0.068
C 27.516 18.110 11.539 -0.117
C 28.094 18.665 12.686 0.047
C 27.469 19.704 13.314 0.016
C 28.263 17.047 10.838 -0.127
C 28.291 17.028 9.452 0.042
C 29.045 16.083 8.839 0.033
N 29.756 15.141 9.535 -0.067
C 29.809 15.138 10.863 0.027
C 28.999 16.064 11.510 0.043
C 30.541 14.090 8.758 0.073
H 25.888 21.153 14.646 0.093
H 24.546 21.127 13.456 0.096
H 25.903 22.271 13.283 0.107
H 24.734 20.082 11.502 0.113
H 25.918 18.254 10.140 0.127
H 29.027 18.332 13.096 0.136
H 27.815 20.239 14.190 0.158
H 27.880 17.758 8.777 0.148
H 29.202 16.027 7.771 0.160
H 30.454 14.346 11.280 0.172
H 28.945 15.964 12.582 0.128
H 29.956 13.923 7.845 0.110
H 30.450 13.179 9.358 0.108
H 31.586 14.342 8.532 0.131
C 10.997 16.839 13.903 0.103
N 12.428 17.415 13.944 -0.049
C 12.762 18.331 13.067 0.017
C 14.005 18.896 13.163 0.052
C 14.887 18.544 14.171 -0.126
C 14.518 17.578 15.085 0.048
C 13.287 17.031 14.910 0.021
C 16.222 19.201 14.283 -0.107
C 16.393 20.568 14.043 0.062
C 17.636 21.114 14.242 0.009
N 18.715 20.383 14.525 -0.039
C 18.627 19.047 14.618 -0.011
C 17.383 18.462 14.520 0.036
C 20.097 21.051 14.697 0.085
H 11.130 15.845 14.339 0.108
H 10.690 16.788 12.852 0.117
H 10.305 17.447 14.481 0.124
H 12.022 18.575 12.296 0.176
H 14.290 19.684 12.476 0.139
H 15.041 17.245 15.967 0.142
H 12.933 16.197 15.487 0.153
H 15.568 21.215 13.729 0.153
H 17.790 22.175 14.171 0.156
H 19.525 18.478 14.830 0.122
H 17.299 17.403 14.738 0.115
H 20.691 21.041 13.781 0.091
H 20.593 20.559 15.535 0.100
H 19.879 22.068 14.996 0.104
C 21.178 24.082 8.984 0.115
N 20.574 22.643 9.055 -0.027
C 19.921 22.125 8.018 0.032
C 19.292 20.894 8.105 0.066
C 19.426 20.135 9.272 -0.124
C 20.092 20.722 10.345 0.040
C 20.611 22.000 10.228 0.006
C 18.815 18.800 9.353 -0.108
C 18.802 17.880 8.318 0.042
C 18.302 16.619 8.441 0.046
N 17.772 16.211 9.654 -0.063
C 17.660 17.099 10.636 0.002
C 18.219 18.380 10.559 0.057
C 17.266 14.819 9.729 0.062
H 21.089 24.458 7.975 0.109
H 22.216 23.911 9.261 0.080
H 20.692 24.744 9.700 0.117
H 19.935 22.778 7.165 0.157
H 18.757 20.589 7.206 0.147
H 20.173 20.257 11.323 0.090
H 21.263 22.431 10.976 0.135
H 19.182 18.181 7.373 0.134
H 18.271 15.969 7.580 0.155
H 17.261 16.594 11.482 0.120
H 18.219 18.970 11.476 0.110
H 17.077 14.530 8.720 0.102
H 16.320 14.875 10.241 0.112
H 17.964 14.209 10.290 0.095
C 22.641 14.971 9.392 0.069
N 22.670 14.226 10.712 -0.040
C 21.891 13.151 10.904 0.023
C 22.043 12.375 12.022 0.067
C 23.020 12.718 12.982 -0.148
C 23.764 13.874 12.804 0.045
C 23.549 14.589 11.649 -0.021
C 23.188 11.874 14.128 -0.128
C 22.020 11.423 14.790 0.070
C 22.185 10.588 15.884 0.030
N 23.398 10.156 16.258 -0.066
C 24.503 10.528 15.602 0.023
C 24.456 11.436 14.573 0.073
C 23.518 9.086 17.303 0.066
H 21.619 14.991 9.008 0.105
H 23.337 14.435 8.746 0.119
H 23.032 15.970 9.524 0.080
H 21.156 12.879 10.173 0.156
H 21.407 11.539 12.209 0.139
H 24.585 14.218 13.436 0.141
H 24.172 15.433 11.352 0.145
H 21.031 11.834 14.589 0.126
H 21.366 10.255 16.485 0.151
H 25.420 10.093 15.953 0.158
H 25.368 11.726 14.069 0.140
H 23.409 8.093 16.855 0.131
H 22.774 9.256 18.084 0.113
H 24.525 9.132 17.750 0.120
C 16.826 13.982 20.286 0.076
N 18.067 14.596 19.668 -0.066
C 18.131 14.555 18.340 0.021
C 19.215 15.153 17.676 0.072
C 20.197 15.804 18.474 -0.089
C 20.070 15.759 19.872 0.045
C 19.033 15.132 20.443 0.028
C 21.349 16.466 17.802 -0.108
C 21.983 17.557 18.416 0.059
C 23.058 18.148 17.815 0.012
N 23.472 17.727 16.627 -0.067
C 22.898 16.643 16.024 0.017
C 21.799 15.986 16.580 0.064
C 24.615 18.386 15.954 0.036
H 15.969 14.605 20.087 0.114
H 16.926 13.887 21.360 0.113
H 16.776 12.987 19.858 0.115
H 17.252 14.090 17.923 0.152
H 19.163 15.198 16.597 0.083
H 20.789 16.110 20.595 0.147
H 18.873 15.020 21.493 0.160
H 21.673 17.960 19.360 0.137
H 23.587 18.963 18.305 0.168
H 23.272 16.444 15.019 0.118
H 21.308 15.280 15.967 0.097
H 24.206 19.100 15.225 0.092
H 25.193 17.618 15.438 0.107
H 25.238 18.873 16.707 0.116
B 24.579 22.270 10.259 -0.981
F 23.314 21.789 11.097 -0.098
F 25.513 22.678 11.277 0.078
F 25.103 21.164 9.500 0.083
F 24.149 23.368 9.521 0.137
P 18.966 14.439 13.617 0.153
F 17.401 14.749 13.273 -0.163
F 19.115 15.897 14.353 -0.181
F 18.575 13.775 15.057 -0.160
F 20.492 14.216 13.975 -0.140
F 18.840 13.019 12.888 -0.125
F 19.317 15.135 12.206 -0.157
P 22.044 18.012 12.701 0.170
F 22.278 19.517 12.319 -0.116
F 20.450 18.283 12.437 -0.156
F 22.218 17.539 11.183 -0.126
F 21.899 16.468 13.164 -0.158
F 23.654 17.828 12.960 -0.173
F 21.888 18.365 14.271 -0.156
```

Summary:
Electronic energy: -5179.25004 Eh
Multiplicity: 1
HOMO-LUMO gap: 8.16 eV
E_HOMO: -0.8400 Ha
Net charge: +7

***

[2]
The following is a quantum chemistry calculation of a molecular structure, C60H72BN9O3Sb2Sn, from the Open Molecules 2025 dataset.

The geometry in XYZ format:
```
148
Properties=species:S:1:pos:R:3:lowdin_charge:R:1
Sn 0.629 0.365 0.351 1.288
C -1.216 -5.372 0.502 -0.067
C -0.676 -4.050 1.041 -0.398
C -0.706 -4.035 2.572 -0.062
C 0.713 -3.765 0.544 -0.318
C 1.682 -4.667 0.071 -0.015
C 2.791 -3.882 -0.132 -0.090
N 2.490 -2.605 0.186 -0.032
N 1.200 -2.534 0.595 0.050
B 3.599 -1.520 0.251 -0.578
N 3.728 -0.569 -1.000 -0.044
C 4.863 -0.561 -1.726 -0.110
C 4.779 0.424 -2.679 -0.022
C 3.515 0.995 -2.472 -0.301
N 2.895 0.410 -1.450 0.054
C 2.878 2.033 -3.357 -0.358
C 2.113 1.353 -4.496 -0.065
C 1.978 3.007 -2.603 -0.070
N 3.674 -0.728 1.587 -0.046
C 4.835 -0.186 2.004 -0.091
C 4.642 0.353 3.253 -0.028
C 3.291 0.073 3.539 -0.303
N 2.715 -0.560 2.525 0.085
C 2.569 0.385 4.823 -0.364
C 1.279 -0.415 4.970 -0.069
C 2.314 1.886 4.968 -0.058
H -2.272 -5.492 0.748 0.072
H -0.675 -6.214 0.941 0.083
H -1.107 -5.435 -0.581 0.065
H -1.323 -3.240 0.679 0.049
H -0.086 -4.843 2.965 0.087
H -1.723 -4.176 2.948 0.064
H -0.308 -3.095 2.958 0.065
H 1.592 -5.727 -0.094 0.097
H 3.779 -4.144 -0.470 0.113
H 4.627 -2.148 0.183 0.106
H 5.648 -1.265 -1.510 0.112
H 5.504 0.686 -3.431 0.101
H 3.704 2.600 -3.797 0.133
H 1.249 0.817 -4.096 0.015
H 2.736 0.624 -5.016 0.083
H 1.756 2.090 -5.218 0.080
H 1.312 2.474 -1.925 0.026
H 1.361 3.580 -3.298 0.082
H 2.569 3.718 -2.021 0.074
H 5.720 -0.245 1.393 0.116
H 5.365 0.847 3.879 0.095
H 3.246 0.093 5.634 0.135
H 0.660 -0.304 4.082 0.047
H 0.716 -0.067 5.840 0.069
H 1.486 -1.479 5.089 0.082
H 1.605 2.225 4.212 0.057
H 3.235 2.455 4.837 0.076
H 1.901 2.119 5.951 0.077
O 0.797 7.428 1.873 -0.050
C 0.462 6.531 2.917 -0.205
C 0.558 5.126 2.393 -0.169
C 1.545 4.771 1.481 0.025
C 1.599 3.465 1.037 -0.091
N 0.744 2.532 1.450 0.002
C -0.180 2.847 2.362 -0.228
C -0.314 4.145 2.835 0.040
C -1.025 1.724 2.843 -0.218
C -1.800 1.809 3.986 0.058
C -2.554 0.710 4.381 -0.171
C -3.348 0.760 5.661 -0.205
O -2.500 0.884 6.793 -0.046
C -2.497 -0.438 3.609 0.022
C -1.680 -0.453 2.492 -0.128
N -0.960 0.598 2.126 -0.010
H 0.881 8.314 2.238 0.094
H -0.550 6.712 3.294 0.123
H 1.158 6.637 3.759 0.135
H 2.244 5.507 1.112 0.123
H 2.347 3.138 0.327 0.110
H -1.105 4.393 3.530 0.120
H -1.804 2.704 4.591 0.126
H -3.992 -0.122 5.735 0.121
H -3.987 1.644 5.675 0.128
H -1.880 0.146 6.791 0.088
H -3.069 -1.318 3.873 0.119
H -1.590 -1.334 1.869 0.071
C -1.046 -3.419 -2.706 -0.389
C -2.483 -3.875 -2.958 -0.362
C -3.570 -2.844 -2.674 -0.371
Sb -3.465 -1.818 -0.769 1.518
C -4.787 -0.264 -1.427 -0.386
C -4.474 0.470 -2.567 -0.132
C -5.268 1.536 -2.969 -0.089
C -6.389 1.883 -2.230 -0.098
C -6.710 1.159 -1.088 -0.091
C -5.911 0.098 -0.688 -0.137
C -4.949 -3.005 0.228 -0.388
C -6.196 -3.262 -0.339 -0.138
C -7.125 -4.053 0.321 -0.085
C -6.818 -4.602 1.560 -0.093
C -5.583 -4.352 2.137 -0.091
C -4.659 -3.554 1.473 -0.149
Sb -0.314 -1.466 -3.340 1.494
C -1.518 -0.996 -5.060 -0.402
C -2.227 -1.900 -5.848 -0.139
C -2.986 -1.465 -6.926 -0.082
C -3.042 -0.114 -7.240 -0.092
C -2.334 0.799 -6.473 -0.091
C -1.585 0.359 -5.389 -0.155
C 1.345 -2.241 -4.456 -0.384
C 2.548 -2.407 -3.773 -0.136
C 3.659 -2.934 -4.418 -0.083
C 3.581 -3.292 -5.755 -0.095
C 2.389 -3.121 -6.446 -0.093
C 1.276 -2.600 -5.799 -0.118
H -0.336 -4.135 -3.122 0.059
H -0.852 -3.381 -1.632 -0.007
H -2.668 -4.760 -2.338 0.094
H -2.585 -4.222 -3.990 0.086
H -4.557 -3.309 -2.724 0.053
H -3.556 -2.046 -3.419 0.023
H -3.602 0.223 -3.163 0.079
H -5.009 2.087 -3.864 0.100
H -7.014 2.709 -2.543 0.097
H -7.585 1.422 -0.508 0.099
H -6.171 -0.452 0.209 0.095
H -6.452 -2.834 -1.302 0.098
H -8.090 -4.243 -0.132 0.102
H -7.542 -5.221 2.073 0.101
H -5.338 -4.778 3.102 0.101
H -3.694 -3.364 1.935 0.066
H -2.191 -2.960 -5.626 0.091
H -3.535 -2.183 -7.523 0.103
H -3.636 0.224 -8.079 0.100
H -2.368 1.854 -6.714 0.101
H -1.053 1.088 -4.786 0.078
H 2.626 -2.121 -2.732 0.072
H 4.588 -3.052 -3.874 0.100
H 4.447 -3.698 -6.262 0.098
H 2.325 -3.392 -7.493 0.099
H 0.357 -2.461 -6.355 0.083
N -3.298 3.780 0.927 0.162
C -2.809 2.590 0.452 -0.542
O -3.260 1.531 0.843 0.037
C -1.699 2.729 -0.567 -0.204
C -0.968 1.441 -0.916 -0.377
H -3.048 4.639 0.469 0.098
H -4.173 3.748 1.422 0.105
H -1.022 3.525 -0.233 0.096
H -2.202 3.133 -1.459 0.120
H -0.494 1.573 -1.893 -0.009
H -1.709 0.652 -1.058 -0.037
```

Summary:
Electronic energy: -3767.76835 Eh
Multiplicity: 1
HOMO-LUMO gap: 6.18 eV
E_HOMO: -0.2469 Ha
Net charge: 0

***

[3]
The following is a quantum chemistry calculation of a gas-phase ion, C60H75N6O5 (charge +1) at a distorted geometry, from the Open Molecules 2025 dataset.

The geometry in XYZ format:
```
146
Properties=species:S:1:pos:R:3:lowdin_charge:R:1
C -3.865 -1.811 0.343 -0.046
C -4.822 -0.810 0.969 -0.516
C -6.109 -0.726 0.136 -0.044
C -5.254 -1.379 2.319 -0.040
C -4.080 0.559 1.017 -0.067
C -4.271 1.517 0.003 -0.034
C -3.801 2.823 0.145 -0.067
C -3.332 3.263 1.380 -0.036
C -3.291 2.347 2.437 -0.078
C -3.590 2.833 3.883 -0.522
C -2.282 2.807 4.657 -0.048
C -4.688 1.958 4.521 -0.029
C -4.136 4.269 3.942 -0.056
C -3.180 0.960 2.050 -0.086
N -2.181 0.081 2.641 0.099
C -2.426 -0.503 3.956 -0.098
C -1.086 -0.887 4.471 -0.078
N -0.189 -0.649 3.352 0.031
C 1.184 -1.089 3.546 -0.085
C 1.510 -2.458 3.317 -0.072
C 0.572 -3.622 2.838 -0.507
C 1.269 -4.406 1.715 -0.043
C -0.768 -3.194 2.269 -0.041
C 0.334 -4.573 4.025 -0.023
C 2.792 -2.910 3.653 -0.035
C 3.730 -2.089 4.242 -0.025
C 3.373 -0.789 4.556 -0.027
C 2.108 -0.274 4.289 -0.077
C 1.856 1.119 4.961 -0.498
C 3.166 1.930 5.076 -0.050
C 1.358 0.884 6.389 -0.026
C 0.926 2.032 4.190 -0.042
C -0.861 -0.079 2.322 -0.074
C -0.232 0.408 1.020 -0.105
C 1.082 1.232 1.230 -0.153
C 2.314 0.599 1.467 -0.023
C 3.502 1.318 1.502 0.030
C 3.455 2.715 1.359 -0.143
N 4.606 3.439 1.834 -0.295
O 4.767 4.655 1.599 0.089
O 5.410 2.766 2.541 0.040
C 2.253 3.357 1.002 0.034
C 1.082 2.608 0.938 -0.016
H -2.879 -1.753 0.822 0.063
H -4.220 -2.850 0.423 0.111
H -3.734 -1.581 -0.717 0.050
H -6.837 -0.066 0.624 0.101
H -5.934 -0.364 -0.881 0.074
H -6.567 -1.723 0.064 0.099
H -5.806 -0.642 2.912 0.091
H -5.927 -2.233 2.146 0.100
H -4.417 -1.778 2.893 0.054
H -4.759 1.243 -0.933 0.111
H -3.893 3.525 -0.683 0.114
H -3.053 4.312 1.534 0.125
H -1.557 3.469 4.161 0.094
H -2.422 3.137 5.698 0.106
H -1.853 1.800 4.665 0.049
H -5.672 2.333 4.205 0.098
H -4.645 0.900 4.235 0.052
H -4.641 2.029 5.615 0.101
H -5.040 4.372 3.331 0.097
H -4.416 4.498 4.982 0.101
H -3.395 5.010 3.621 0.086
H -2.905 0.225 4.606 0.103
H -3.084 -1.371 3.884 0.107
H -0.779 -0.244 5.300 0.106
H -1.022 -1.925 4.803 0.130
H 2.156 -4.946 2.066 0.086
H 0.584 -5.156 1.290 0.075
H 1.577 -3.726 0.908 0.084
H -1.464 -2.849 3.037 0.075
H -0.632 -2.408 1.519 0.054
H -1.260 -4.041 1.760 0.097
H -0.211 -4.073 4.837 0.084
H -0.260 -5.441 3.708 0.097
H 1.282 -4.940 4.436 0.089
H 3.057 -3.953 3.487 0.111
H 4.718 -2.461 4.507 0.122
H 4.123 -0.178 5.052 0.114
H 3.735 1.912 4.135 0.068
H 2.942 2.986 5.291 0.106
H 3.805 1.568 5.890 0.088
H 0.440 0.289 6.419 0.062
H 2.124 0.346 6.963 0.098
H 1.160 1.844 6.887 0.101
H 0.097 1.500 3.731 0.055
H 0.515 2.811 4.845 0.096
H 1.468 2.520 3.376 0.072
H -1.027 1.093 0.679 0.142
H 2.377 -0.480 1.651 0.115
H 4.459 0.828 1.678 0.135
H 2.283 4.427 0.804 0.131
H 0.141 3.089 0.657 0.129
C -3.595 -4.487 -4.596 -0.008
N -2.891 -4.297 -3.354 -0.026
C -2.834 -5.310 -2.435 -0.376
O -3.501 -6.337 -2.471 0.089
C -1.822 -4.905 -1.372 -0.177
C -0.563 -5.761 -1.508 -0.085
C -0.797 -7.198 -1.084 -0.225
C -0.455 -8.258 -1.934 -0.035
C -0.818 -9.565 -1.600 -0.071
C -1.482 -9.819 -0.394 -0.082
C -1.724 -8.774 0.504 -0.073
C -1.351 -7.468 0.172 -0.051
N -1.670 -3.471 -1.660 -0.021
C -0.713 -2.705 -1.016 -0.091
C -0.946 -1.427 -0.625 -0.070
C 0.123 -0.582 -0.017 -0.241
C 0.622 0.165 -1.297 -0.160
C 1.847 -0.135 -1.904 -0.002
C 2.327 0.706 -2.905 0.037
C 1.551 1.824 -3.280 -0.154
N 2.160 2.991 -3.827 -0.316
O 1.405 3.986 -3.973 0.045
O 3.383 3.038 -4.062 0.078
C 0.212 1.959 -2.879 0.031
C -0.241 1.127 -1.866 -0.021
C -2.043 -3.161 -3.061 -0.471
C -0.784 -3.093 -3.939 0.011
C -2.799 -1.835 -3.208 0.000
H -4.322 -5.287 -4.434 0.098
H -4.101 -3.560 -4.880 0.085
H -2.906 -4.783 -5.401 0.102
H -2.296 -5.025 -0.384 0.144
H -0.258 -5.739 -2.566 0.117
H 0.251 -5.304 -0.923 0.099
H 0.059 -8.042 -2.873 0.114
H -0.591 -10.382 -2.288 0.107
H -1.794 -10.834 -0.146 0.104
H -2.217 -8.963 1.458 0.104
H -1.524 -6.646 0.871 0.097
H 0.270 -3.184 -0.859 0.126
H -1.843 -0.889 -0.942 0.095
H 0.920 -1.235 0.395 0.140
H 2.427 -0.992 -1.534 0.133
H 3.272 0.526 -3.407 0.127
H -0.408 2.736 -3.318 0.127
H -1.265 1.267 -1.498 0.120
H -0.195 -4.012 -3.851 0.083
H -1.069 -2.936 -4.985 0.092
H -0.155 -2.252 -3.619 0.081
H -3.646 -1.801 -2.513 0.075
H -2.129 -0.982 -3.032 0.077
H -3.202 -1.760 -4.227 0.086
```

Summary:
Electronic energy: -3035.55987 Eh
Multiplicity: 1
HOMO-LUMO gap: 7.20 eV
E_HOMO: -0.3839 Ha
Net charge: +1